No. 1
A cluster of 2 separate species, C4H9O4 in total at a distorted geometry, computed with the ωB97M-V functional and the def2-TZVPD basis.

```
17
C4H9O4, DFT the ωB97M-V functional and the def2-TZVPD basis
O -1.524 0.214 1.990
H -1.835 0.834 2.712
H -1.921 0.555 1.187
C -0.671 0.174 -1.087
C 0.521 -0.227 -0.306
C 1.344 0.816 0.453
C 1.377 -0.986 -1.359
O 2.577 -1.054 -1.487
O 0.255 -1.353 0.561
O -1.645 -0.680 -1.322
H -0.957 1.222 -1.193
H 1.586 1.696 -0.147
H 0.832 1.179 1.351
H 2.295 0.377 0.775
H 0.626 -1.487 -2.006
H -0.340 -1.071 1.297
H -2.519 -0.209 -1.419
```

Values from the calculation:
gap between HOMO and LUMO (alpha / beta)	7.5 / 9.3	eV
ΔE to the lowest compared entry with this formula, charge and spin	20.1	kcal/mol
total charge	0
LUMO level (alpha / beta)	0.000 / -0.002	hartree
spin multiplicity	2

No. 2
A cluster of 7 separate species, C26H32N2O19S in total at a distorted geometry, computed with the ωB97M-V functional and the def2-TZVPD basis.

```
80
C26H32N2O19S, DFT the ωB97M-V functional and the def2-TZVPD basis
C 4.245 0.863 -1.408
O 4.320 2.158 -2.052
C 3.406 2.229 -3.192
C 1.916 2.078 -2.555
C 1.121 0.797 -2.882
C -0.331 0.637 -2.228
C -0.868 1.763 -1.299
C 0.006 3.049 -0.992
N -0.295 4.184 -0.133
S 1.035 5.243 -0.221
N 2.153 4.485 -1.309
C 1.438 3.253 -1.633
H 4.167 0.042 -2.207
H 5.209 0.765 -0.771
H 3.377 0.766 -0.648
H 3.639 1.354 -3.900
H 3.524 3.247 -3.719
H 1.576 -0.019 -3.548
H -0.927 -0.333 -2.472
H -1.904 1.645 -0.813
O -3.713 8.463 -3.915
C -2.795 7.797 -3.527
O -1.540 7.834 -4.056
C -0.700 7.085 -3.189
C -1.660 6.165 -2.499
O -2.872 6.905 -2.501
H 0.061 6.545 -3.756
H -0.205 7.771 -2.495
H -1.814 5.232 -3.050
H -1.351 5.929 -1.481
O -3.154 -1.769 -2.324
C -2.505 -2.701 -2.720
O -3.029 -3.897 -3.112
C -1.976 -4.635 -3.716
C -0.747 -4.030 -3.109
O -1.149 -2.695 -2.831
H -2.071 -5.699 -3.494
H -2.021 -4.492 -4.800
H -0.462 -4.516 -2.171
H 0.105 -4.046 -3.790
O -8.623 -4.728 -4.486
C -7.942 -3.962 -3.864
O -8.226 -2.639 -3.700
C -7.320 -2.135 -2.729
C -6.169 -3.090 -2.813
O -6.785 -4.300 -3.232
H -7.029 -1.110 -2.963
H -7.807 -2.151 -1.749
H -5.431 -2.791 -3.561
H -5.667 -3.223 -1.853
O 3.033 -1.570 1.595
C 3.711 -0.806 2.225
O 3.422 0.511 2.401
C 4.324 1.008 3.375
C 5.481 0.061 3.285
O 4.870 -1.146 2.854
H 4.611 2.036 3.150
H 3.836 0.980 4.352
H 6.219 0.372 2.540
H 5.983 -0.077 4.244
O -1.748 -5.071 1.534
C -1.073 -4.306 2.167
O -1.365 -2.988 2.343
C -0.465 -2.487 3.323
C 0.691 -3.436 3.234
O 0.083 -4.645 2.800
H -0.178 -1.459 3.099
H -0.955 -2.515 4.301
H 1.430 -3.125 2.490
H 1.190 -3.575 4.194
O 1.438 0.220 4.893
C 1.901 -0.196 5.925
O 1.347 -1.192 6.669
C 2.292 -1.544 7.669
C 3.126 -0.306 7.797
O 3.047 0.271 6.501
H 1.790 -1.806 8.602
H 2.870 -2.405 7.322
H 2.717 0.401 8.524
H 4.161 -0.528 8.061
```

Values from the calculation:
gap between HOMO and LUMO	7.3	eV
structure (SMILES)	COCc1cccc2nsnc12.O=C1OCCO1.O=C1OCCO1.O=C1OCCO1.O=C1OCCO1.O=C1OCCO1.O=C1OCCO1
total charge	0
LUMO level	-0.052	hartree